Entry 1:
Here is C54H42ClN4O5P2SSe4Y as an isolated structure from the OMol25 dataset. Energies are from the ωB97M-V functional and the def2-TZVPD basis.

Structure (XYZ):
```
114
Properties=species:S:1:pos:R:3
Y -1.14952 -0.37926 1.20365
Se -3.44854 1.14784 0.74053
Se -4.77517 0.39971 2.51661
Se -3.21807 -1.05298 3.50795
Se -2.79177 -2.60196 1.80534
O 1.04682 -0.33744 7.01867
C 0.91538 0.93855 6.68801
O 1.27672 1.82621 7.41836
C 0.34344 1.25052 5.34641
C 0.04949 2.53304 4.89968
Cl 0.19169 4.04671 5.64896
N -0.40382 2.45460 3.63676
N -0.42438 1.17544 3.21743
C 0.01856 0.44762 4.23426
C 0.16720 -1.02454 3.96770
O 0.31533 -1.82464 4.88132
O 0.15003 -1.27739 2.71394
C -0.81264 3.52836 2.77553
C -2.16466 3.74616 2.58311
C -2.54632 4.77034 1.72778
C -1.58737 5.55359 1.10517
C -0.23619 5.32222 1.32338
C 0.16177 4.29705 2.16370
H 0.77467 -0.95823 6.28488
H -2.89024 3.10890 3.07007
H -3.59808 4.93866 1.53899
H -1.89659 6.34262 0.43195
H 0.50768 5.92992 0.82461
H 1.20718 4.07523 2.32549
O 1.51294 -1.79676 -2.16594
C 0.81226 -2.34912 -3.21033
C 1.39308 -3.01718 -4.27998
C 0.59562 -3.48410 -5.31395
C -0.77738 -3.30103 -5.28652
C -1.34605 -2.71948 -4.16527
C -0.57728 -2.25317 -3.09809
P -1.43969 -1.91937 -1.49975
C -3.06734 -1.32658 -2.03667
C -4.24237 -1.76747 -1.44055
C -5.44644 -1.14472 -1.73924
C -5.48767 -0.08631 -2.63107
C -4.31542 0.35733 -3.23164
C -3.11307 -0.25625 -2.93033
C -1.60542 -3.65792 -0.98810
C -2.47471 -4.56679 -1.58878
C -2.47747 -5.89336 -1.19313
C -1.60089 -6.33034 -0.20696
C -0.72626 -5.43601 0.38872
C -0.73403 -4.10356 0.00090
C 2.84715 -1.44999 -2.14132
C 3.65919 -1.33001 -3.26343
C 5.00763 -1.05115 -3.09739
C 5.54934 -0.88746 -1.82929
C 4.69883 -0.90494 -0.73908
C 3.33025 -1.13166 -0.87674
P 2.22897 -0.89674 0.57466
C 2.89009 0.67680 1.23757
C 2.82964 0.96386 2.60009
C 3.24733 2.19084 3.09462
C 3.70254 3.17136 2.22591
C 3.71122 2.92173 0.86154
C 3.30905 1.68828 0.37233
C 2.86599 -2.28866 1.58133
C 3.36961 -2.24235 2.87356
C 3.72665 -3.41219 3.53245
C 3.58940 -4.64115 2.91198
C 3.09850 -4.69868 1.61380
C 2.74017 -3.53400 0.95966
H 2.44913 -3.23547 -4.30744
H 1.06437 -3.99945 -6.14236
H -1.40525 -3.64764 -6.09519
H -2.42521 -2.64845 -4.10085
H -4.22017 -2.55495 -0.70106
H -6.35083 -1.48588 -1.25284
H -6.42905 0.39789 -2.85562
H -4.33690 1.19231 -3.92075
H -2.20328 0.10982 -3.39703
H -3.15991 -4.23643 -2.35991
H -3.16694 -6.58826 -1.65471
H -1.61404 -7.36748 0.10243
H -0.05500 -5.75448 1.17563
H -0.06698 -3.41418 0.50768
H 3.27278 -1.41558 -4.26710
H 5.63596 -0.97356 -3.97532
H 6.60713 -0.70764 -1.69697
H 5.09680 -0.70570 0.24888
H 2.45239 0.23869 3.30027
H 3.20982 2.37590 4.16160
H 4.03378 4.12884 2.60731
H 4.04103 3.68729 0.17084
H 3.32869 1.52079 -0.69666
H 3.50668 -1.30825 3.39384
H 4.10893 -3.35503 4.54316
H 3.86354 -5.54879 3.43302
H 2.99224 -5.65063 1.10896
H 2.35894 -3.60230 -0.05459
N 0.40306 0.92997 -2.53637
C -0.22624 1.94107 -1.93345
S -0.38388 2.05742 -0.26613
N -0.69540 2.91134 -2.74609
C -1.59575 3.95149 -2.36832
C -1.27765 5.26293 -2.68602
C -2.17506 6.27722 -2.38211
C -3.37183 5.97787 -1.74883
C -3.67362 4.66145 -1.42591
C -2.79455 3.64055 -1.74303
H 0.74042 0.16668 -1.97545
H 0.30436 0.76673 -3.52632
H -0.33792 2.94595 -3.68719
H -0.33103 5.48884 -3.16141
H -1.93183 7.30071 -2.63538
H -4.06777 6.76942 -1.50313
H -4.60202 4.41561 -0.92640
H -3.03850 2.61479 -1.49951
```

gap between HOMO and LUMO = 0.2425 Eh
energy above the lowest of the compared OMol25 structures with the same formula, charge and spin = 0.106 eV
E_LUMO = -0.22 eV
HOMO energy = -6.814 eV

Entry 2:
Here is a 13-piece molecular cluster, C5H38N2O13 overall from the OMol25 dataset. Energies are from the ωB97M-V functional and the def2-TZVPD basis.

Structure (XYZ):
```
58
Properties=species:S:1:pos:R:3
C 2.04544 -0.72913 1.89687
O 2.97948 0.32258 1.84425
C 1.07417 -0.82132 0.70533
C -0.20917 -1.51058 1.04747
C -0.70160 -2.55452 -0.04960
C -0.09932 -3.65747 -0.35798
N -1.96215 -2.25172 -0.66766
N 0.61408 0.61158 0.05278
H 1.53281 -0.47482 2.81491
H 2.63775 -1.65427 2.15721
H 3.77074 0.26939 1.22124
H 1.53900 -1.27036 -0.24392
H -1.13215 -0.87473 1.28766
H -0.17341 -2.23671 1.90552
H 0.95582 -4.05915 -0.12459
H -0.36513 -4.44364 -1.10088
H -1.79431 -1.53372 -1.38339
H -2.75205 -1.97052 0.02276
H -2.41578 -3.03608 -1.33712
H 1.42760 0.91041 -0.61343
H -0.24341 0.50775 -0.65868
H 0.41274 1.26377 0.77959
H -0.55971 2.08995 3.76295
H -1.93765 2.87592 3.64105
O -1.32414 2.25601 3.19101
H -0.78453 0.03092 -4.06903
H -1.10431 -1.44588 -4.49535
O -1.01020 -0.88375 -3.71270
H -1.04667 2.49730 -1.43138
H -2.00954 1.50452 -1.78805
O -1.03571 1.60833 -1.74435
H -4.07013 2.07573 -1.56558
H -3.75029 1.28173 -0.30910
O -3.59472 1.26941 -1.18201
H -4.41903 -0.47883 0.35286
H -3.87799 -1.37455 1.58124
O -3.60636 -0.82263 0.79112
H -0.58037 4.01342 0.77366
H -0.99381 2.86176 1.73307
O -0.64213 3.06301 0.83727
H -3.52357 -3.36797 -2.99272
H -3.88184 -4.55517 -2.14540
O -3.55355 -3.64917 -2.15971
H 5.01362 1.48397 2.31815
H 6.15386 0.54124 1.87055
O 5.28992 0.93062 1.64014
H -4.00812 -0.52374 3.79721
H -3.61770 -1.91045 4.32088
O -3.83605 -1.44749 3.51199
H 3.11407 1.25281 -2.06402
H 3.11357 -0.24229 -1.56324
O 2.77341 0.60347 -1.34408
H 5.30483 2.74148 -3.31566
H 4.62122 1.73653 -4.32732
O 4.83063 1.93331 -3.39356
H 3.76671 3.84944 0.87003
H 4.12670 3.79271 -0.63543
O 3.51849 3.60154 0.04715
```

gap between HOMO and LUMO = 0.3712 Eh
energy above the lowest of the compared OMol25 structures with the same formula, charge and spin = 2.842 eV
E_LUMO = -4.73 eV
HOMO energy = -14.827 eV
total charge = +2

Entry 3:
Here is a 2-piece molecular cluster, C9H12ClN2O2 overall from the OMol25 dataset. Energies are from the ωB97M-V functional and the def2-TZVPD basis.

Structure (XYZ):
```
26
Properties=species:S:1:pos:R:3
C -0.68991 -2.52557 -0.59199
C -1.76880 -2.34152 -0.09710
C -0.24236 0.78196 -0.14715
C -2.55208 1.23875 -0.76340
C -2.70155 1.90232 0.59748
C -0.45343 1.29135 1.09003
C 1.95899 -0.31205 -0.05340
C 1.94495 -0.62529 1.38143
C 3.11348 -0.69302 -0.89066
N -1.29226 0.79387 -1.07221
N 0.96086 0.29276 -0.64554
O -3.46262 1.13989 -1.53578
O -1.60334 1.80266 1.49905
Cl -3.20988 -2.02704 0.60393
H 0.21197 -2.79541 -1.05591
H -2.90942 2.96771 0.42509
H -3.57719 1.47125 1.09754
H 0.31568 1.36617 1.84134
H 2.56973 -1.49052 1.58851
H 0.92518 -0.80887 1.72876
H 2.35833 0.20403 1.95732
H 3.68923 0.19430 -1.16000
H 2.79876 -1.16405 -1.82306
H 3.78004 -1.37090 -0.36478
H -1.20214 0.30405 -1.95272
H 1.03780 0.40318 -1.65677
```

gap between HOMO and LUMO (alpha / beta) = 0.2799 / 0.2799 Eh
energy above the lowest of the compared OMol25 structures with the same formula, charge and spin = 1.845 eV
E_LUMO (alpha / beta) = -4.56 / -4.56 eV
HOMO energy (alpha / beta) = -12.179 / -12.178 eV
total charge = +1